# C42H55KN2O2P2Se4

C42H55KN2O2P2Se4 as an isolated structure (ωB97M-V/def2-TZVPD, the OMol25 dataset).

Structure (XYZ):
```
108
Properties=species:S:1:pos:R:3:forces:R:3
Se 3.902162 0.551080 1.628900 -0.031 0.005 -0.007
Se 3.378674 1.716177 -1.796600 0.062 0.007 0.009
Se 2.305392 -1.764205 -1.139480 0.063 -0.077 -0.036
Se 1.527705 3.563769 1.387192 0.018 0.001 -0.038
K 0.400519 0.891832 -0.426113 -0.029 -0.027 0.139
P 3.455073 -0.372005 -2.301141 -0.009 0.006 0.018
P -2.052788 -1.238149 -0.783877 0.008 0.011 -0.113
O -1.880277 4.418132 0.128168 -0.012 -0.004 -0.005
O -0.596590 1.953368 -3.464458 0.006 -0.011 0.012
N -0.939197 3.040317 -1.466083 -0.160 0.048 0.035
N -1.758054 -0.283442 1.896052 -0.008 -0.002 -0.011
C 2.929951 -0.570476 -4.044152 -0.004 -0.008 0.006
C 5.218967 -0.884582 -2.366397 0.000 0.000 -0.002
C 1.938714 -0.967192 -6.615936 0.000 -0.007 -0.001
C -2.740410 -3.661919 3.056624 0.008 -0.002 0.005
C -2.031806 2.051042 4.737181 0.010 0.007 -0.022
C 2.898090 3.074708 2.689434 0.008 0.000 -0.022
C 7.904270 -1.616104 -2.508080 0.003 0.002 -0.002
C -2.761202 4.454332 -2.124723 0.006 -0.004 0.000
C 1.819557 0.145149 -4.484214 0.001 -0.003 0.007
C -4.881932 -0.753590 -0.250067 -0.004 -0.007 -0.009
C 4.104977 2.454573 1.995117 -0.010 0.017 0.012
C -2.277881 3.693663 -3.346075 0.028 0.027 -0.024
C -3.509675 1.767929 2.720762 -0.013 -0.016 -0.003
C -1.559007 -1.846996 -3.442964 0.010 0.007 -0.005
C 4.126183 0.015778 3.492855 0.022 -0.014 -0.015
C -1.167503 2.798161 -2.778016 -0.007 0.042 0.019
C 6.999376 -2.415811 -1.828125 -0.002 -0.001 0.001
C 3.539645 -1.486193 -4.896700 -0.007 0.003 0.006
C -2.318638 1.386401 3.552561 -0.007 0.020 -0.004
C -2.654486 -3.614161 0.685919 -0.004 0.000 0.006
C 1.323246 -0.060262 -5.762894 0.008 0.008 0.000
C -3.570514 -0.141644 -0.733420 0.007 0.015 0.004
C -1.810154 3.977260 -1.014396 0.013 0.016 -0.044
C 0.633949 -0.998149 3.358697 0.011 -0.003 -0.012
C -0.901572 1.754557 5.491752 0.008 -0.016 0.006
C -0.053317 0.761871 5.016560 0.003 0.002 0.022
C -2.260964 -2.425247 -2.209669 -0.022 -0.031 0.019
C 5.658272 -2.052694 -1.760624 0.003 -0.006 -0.002
C 6.134297 -0.077163 -3.039644 0.001 0.003 0.000
C 7.467723 -0.443637 -3.116396 0.003 -0.005 0.002
C -2.388830 -2.327581 3.107740 0.003 -0.002 -0.010
C -3.751133 0.622354 -2.043222 0.037 0.002 0.010
C 0.113612 3.894071 2.670543 0.005 0.024 0.007
C -2.866485 -4.349910 1.851565 -0.006 -0.006 -0.005
C -3.661350 -2.926117 -2.565337 0.015 -0.008 0.000
C -0.603390 2.494323 6.770461 -0.003 0.000 0.002
C -1.473866 0.354260 3.094842 0.026 -0.002 0.020
C -3.247035 -5.807167 1.806266 0.001 0.000 -0.002
C -0.316148 0.059136 3.844046 -0.026 0.012 -0.011
C -2.126106 -1.572623 1.926602 0.019 0.005 0.012
C -2.317872 -2.269887 0.688223 -0.006 0.010 0.010
C 3.049774 -1.678024 -6.181561 0.000 0.000 -0.004
H -3.598453 -3.726704 -3.311495 0.001 0.000 0.002
H -4.262165 -2.126430 -3.002236 0.002 0.002 0.001
H 3.532860 -2.390515 -6.840551 0.000 -0.001 0.000
H -4.739613 -1.322070 0.670149 0.000 0.003 0.005
H -2.916426 -4.191736 3.990911 0.001 0.001 0.002
H -2.697786 5.540033 -2.208057 0.001 0.001 0.001
H 0.370070 4.738143 3.310645 0.003 0.000 0.003
H 3.998830 -1.064556 3.534080 -0.006 0.000 0.001
H 8.949667 -1.898155 -2.559529 0.000 -0.001 0.000
H 7.334715 -3.325348 -1.343698 -0.001 -0.001 0.000
H -0.053311 3.000536 3.266563 0.006 -0.009 -0.007
H -1.581490 -2.565986 -4.269485 -0.001 0.003 -0.002
H 1.482724 -1.092688 4.037094 0.021 0.001 0.019
H 0.144349 -1.970311 3.279850 -0.002 -0.009 0.006
H -3.108589 -6.211163 0.800947 0.001 0.000 0.000
H -3.033538 3.063821 -3.817101 0.003 -0.003 0.003
H -3.782316 4.205059 -1.830398 -0.001 0.003 0.001
H -2.758096 -4.133236 -0.261440 -0.013 -0.002 -0.017
H 0.421210 2.308259 7.097818 0.000 -0.001 0.001
H -0.722015 3.573234 6.643467 0.001 0.001 -0.001
H -0.516432 -1.609623 -3.226215 0.005 -0.008 0.005
H -1.662073 -3.282668 -1.880544 -0.001 0.002 -0.008
H 4.394942 -2.057458 -4.555867 0.000 -0.001 -0.002
H -4.437919 1.463788 -1.901809 0.000 0.002 0.001
H -3.186819 2.214868 1.776083 0.012 0.019 0.011
H -4.200764 -3.309654 -1.699601 0.006 -0.013 0.013
H -1.848069 4.330283 -4.121815 -0.001 0.001 0.000
H 8.172024 0.190578 -3.641920 0.000 0.000 0.000
H -4.168030 -0.011783 -2.829587 -0.012 -0.005 -0.002
H 1.551067 -1.124602 -7.616104 0.000 -0.001 0.000
H 4.288802 2.911737 1.021617 0.004 0.007 0.008
H -2.636931 -6.408999 2.486734 0.000 -0.002 0.000
H -4.105656 0.889334 2.465447 -0.003 -0.005 0.007
H 3.371107 0.480194 4.125514 -0.007 -0.012 -0.006
H 4.936526 -2.664480 -1.232131 0.002 0.000 0.000
H -0.769995 4.121436 2.076832 -0.004 -0.009 0.005
H -4.137227 2.490893 3.246555 0.001 0.002 -0.003
H 3.189219 3.975066 3.235717 0.005 0.005 -0.010
H -5.609768 0.041209 -0.049993 -0.002 0.000 -0.003
H 0.447000 0.493085 -6.077491 0.001 0.003 0.002
H -3.248241 0.573746 0.029211 -0.008 -0.005 -0.003
H 2.443226 2.379205 3.397581 0.000 0.020 0.000
H 1.327190 0.858665 -3.833163 0.001 -0.010 -0.011
H 5.790405 0.849406 -3.484119 -0.002 -0.001 0.002
H 5.123940 0.275562 3.847262 -0.005 0.002 -0.001
H -2.034124 -0.925120 -3.785650 -0.017 0.011 0.001
H -2.801386 1.015514 -2.405907 -0.021 -0.028 -0.013
H 0.848912 0.522286 5.576040 0.002 0.002 -0.001
H 5.008177 2.578646 2.596344 -0.005 -0.013 0.015
H -2.293415 -1.835713 4.069254 -0.002 -0.001 0.004
H 1.015631 -0.760392 2.362225 -0.009 0.005 -0.009
H -5.319249 -1.420467 -0.996576 0.000 0.004 0.008
H -2.699825 2.843399 5.067370 0.000 -0.003 -0.001
H -4.294860 -5.974568 2.081092 0.001 0.000 0.002
H -1.269999 2.187146 7.582392 -0.001 0.001 -0.001
```
Forces are in eV/Å.

The total energy is -12782.02637 Eh. As for the net charge: -2. The energy above the lowest of the compared OMol25 structures with the same formula, charge and spin is 0.0 kJ/mol. The highest occupied orbital energy comes out at -1.42 eV.